One molecule with the formula C2H8N2 at a distorted geometry, computed with ωB97M-V with the def2-TZVPD basis set.

The geometry in XYZ format:
```
12
C2H8N2 (ωB97M-V with the def2-TZVPD basis set)
N -1.955 -0.048 -0.030
C -0.610 -0.543 -0.136
C 0.549 0.452 -0.035
N 1.852 -0.257 -0.136
H -2.171 0.361 0.877
H -2.210 0.726 -0.622
H -0.492 -1.022 -1.129
H -0.600 -1.358 0.600
H 0.521 1.102 0.876
H 0.513 1.135 -0.951
H 2.624 0.411 0.064
H 1.978 -0.959 0.621
```

Calculated values
Strongest force on any atom   1.6 eV/A
HOMO level   -9.3 eV
Energy above the lowest of the compared OMol25 structures with the same formula, charge and spin   24.9 kJ/mol
2S+1   1
Lowest unoccupied orbital energy   0.0427 Ha
Structure (SMILES)   NCCN
Gap between HOMO and LUMO   10.5 eV

Charges obtained by natural (NBO) population analysis, quoted in units of e: -0.828 -0.231 -0.230 -0.840 0.347 0.350 0.195 0.189 0.163 0.183 0.355 0.349



One molecule with the formula C2H8N2 at a distorted geometry, computed with ωB97M-V with the def2-TZVPD basis set.

The geometry in XYZ format:
```
12
C2H8N2 (ωB97M-V with the def2-TZVPD basis set)
C 1.520 0.425 -0.147
N 0.855 -0.817 0.377
N -0.715 -0.877 -0.275
C -1.525 0.320 0.131
H 1.139 1.333 0.312
H 2.556 0.421 0.048
H 1.421 0.462 -1.252
H 1.227 -1.661 -0.120
H -1.058 -1.691 0.233
H -1.663 0.961 -0.689
H -2.588 0.121 0.457
H -1.169 1.003 0.925
```

Calculated values
Strongest force on any atom   2.7 eV/A
HOMO level   -8.6 eV
Energy above the lowest of the compared OMol25 structures with the same formula, charge and spin   217.0 kJ/mol
2S+1   1
Lowest unoccupied orbital energy   0.0461 Ha
Structure (SMILES)   CNNC
Gap between HOMO and LUMO   9.8 eV

Charges obtained by natural (NBO) population analysis, quoted in units of e: -0.441 -0.473 -0.490 -0.457 0.196 0.205 0.181 0.347 0.347 0.189 0.203 0.193



Number 1: electronic energy -190.4894 a.u.. Number 2: electronic energy -190.4162 a.u..